# 1
Formula: C7H11N2S
Source: OMol25
Level of theory: ωB97M-V/def2-TZVPD

XYZ file:
```
21
Properties=species:S:1:pos:R:3
C -1.45808 2.19147 0.41222
C -1.98753 1.17662 1.47192
S -2.07730 -0.58353 0.96859
C -1.20307 -0.85128 -0.60046
C 0.31594 -0.94484 -0.49811
C 1.01318 -1.89800 0.29769
C 2.42815 -1.87136 0.24292
N 3.22976 -1.08619 -0.45274
N 2.51207 -0.21772 -1.12793
C 1.20463 -0.09154 -1.20086
H -0.90041 1.75331 -0.43304
H -2.24914 2.84368 0.00641
H -0.74363 2.86470 0.93174
H -1.36865 1.23997 2.38107
H -3.01788 1.48804 1.73129
H -1.56661 -1.81173 -1.01749
H -1.43233 -0.06911 -1.35452
H 0.49370 -2.62981 0.92483
H 2.95323 -2.63054 0.84524
H 3.07101 0.42606 -1.69460
H 0.78296 0.70182 -1.83418
```

Summary:
Total charge: +1
Frontier orbital gap (eV): 7.08
Relative energy (zero: lowest compared OMol25 entry of this formula, charge and spin) (kJ/mol): 122.91
SMILES string: CCSCc1ccn[nH+]c1



# 2
Formula: C7H11N2S
Source: OMol25
Level of theory: ωB97M-V/def2-TZVPD

XYZ file:
```
21
Properties=species:S:1:pos:R:3
C -4.25048 0.30590 0.06794
C -4.14754 -1.06502 0.40609
C -3.24739 1.09406 -0.33223
C -2.87762 -1.56789 0.51006
C -1.92381 0.56372 -0.24749
C -1.87766 -0.78020 0.06313
C 2.00089 0.86255 0.69407
N 3.24949 1.29791 0.67636
N 4.73558 -0.26202 -0.95498
S 1.35735 -0.61290 0.55188
H -5.15026 0.83728 0.15750
H -4.95270 -1.72172 0.67058
H -3.40117 2.22012 -0.36815
H -2.65548 -2.56799 1.07425
H -0.98811 1.09997 -0.46262
H 4.03140 0.67048 0.24304
H 3.28031 2.35566 0.41755
H 3.87356 -0.19960 -1.54440
H 5.52736 0.22272 -1.48709
H 5.01846 -1.17569 -0.61545
H 2.39781 -1.57734 0.47998
```

Summary:
Total charge: +1
Frontier orbital gap (spin up / spin down) (eV): 4.34 / 7.20
Relative energy (zero: lowest compared OMol25 entry of this formula, charge and spin) (kJ/mol): 579.84



# 3
Formula: C7H11N3O2S
Source: OMol25
Level of theory: ωB97M-V/def2-TZVPD

XYZ file:
```
24
Properties=species:S:1:pos:R:3
C 3.99178 0.32953 -0.35319
C 3.09150 0.38899 0.89745
O 1.89399 -0.41928 0.71067
C 0.78089 0.28058 0.43680
O 0.76058 1.45608 0.13993
C -0.35680 -0.60657 0.24011
C -0.52137 -2.01876 0.30403
N -1.79309 -2.44339 0.13823
N -2.47932 -1.25664 0.03507
C -3.86015 -1.40828 -0.37143
C -1.68426 -0.22951 0.06337
S -2.46849 1.73162 0.34153
N -1.52475 2.77527 -0.52966
H 4.22926 -0.69350 -0.69800
H 3.62403 0.81577 -1.18155
H 5.05577 0.71232 -0.25319
H 2.75982 1.41808 0.95979
H 3.49146 0.11087 1.81894
H 0.24610 -2.75697 0.32094
H -3.80516 -1.73425 -1.45087
H -4.13461 -2.31314 0.08352
H -4.57853 -0.45904 -0.27880
H -2.12100 3.29603 -1.23919
H -0.59764 3.02421 -0.13452
```

Summary:
Total charge: 0
Frontier orbital gap (eV): 9.22
Relative energy (zero: lowest compared OMol25 entry of this formula, charge and spin) (kJ/mol): 172.04
SMILES string: CCOC(=O)c1cnn(C)c1SN



# 4
Formula: C7H11N3O5S
Source: OMol25
Level of theory: ωB97M-V/def2-TZVPD

XYZ file:
```
27
Properties=species:S:1:pos:R:3
C -2.28110 -0.63536 -0.83140
C -0.93559 -2.04864 0.54278
C 0.04905 0.04419 -1.44415
C 2.68716 -0.76194 -0.23108
C 2.16744 1.58764 -0.06265
C 1.62011 0.13597 1.79779
C 1.70807 0.21508 0.40359
N -1.89877 -1.50211 0.09374
N -3.56186 -0.39866 -0.90621
N -1.31786 -0.09913 -1.65411
O 0.79882 0.26105 -2.35998
O -4.70363 1.97950 0.30106
O -4.60477 0.09785 1.77356
O -0.16686 -2.74919 1.04683
O 0.32939 0.02998 -0.16460
S -5.12681 0.60136 0.56257
H 2.15648 -1.68752 -0.43384
H 3.12998 -0.28666 -1.09067
H 3.41189 -1.10990 0.56299
H 1.91921 1.58437 -1.12997
H 3.28510 1.60671 -0.02279
H 1.67308 2.30826 0.62566
H 2.36749 0.71334 2.29469
H 0.66258 0.35895 2.23079
H 1.88750 -0.74151 2.36174
H -3.80612 0.33901 -1.63548
H -1.44997 0.15735 -2.63085
```

Summary:
Total charge: 0
Frontier orbital gap (eV): 10.06



# 5
Formula: C7H11N3OS
Source: OMol25
Level of theory: ωB97M-V/def2-TZVPD

XYZ file:
```
23
Properties=species:S:1:pos:R:3
H -2.92019 4.77476 -1.76412
N -2.75354 4.09076 -1.09505
C -1.67843 3.42511 -1.08496
S -0.31915 3.64418 -2.17784
C 0.78665 2.54070 -1.37022
N -0.15257 1.59821 -0.70071
O -0.14540 0.31794 -1.11751
C 0.56909 -0.66790 -0.26982
C -0.37490 -1.52242 0.58343
C 0.42102 -2.50784 1.50238
C -1.43477 2.21819 -0.23320
C -1.17850 2.57670 1.14214
N -0.79392 2.71738 2.19244
H 1.35713 3.14754 -0.60444
H 1.47070 1.85385 -2.02311
H 1.37670 -0.25255 0.31826
H 1.24652 -1.33449 -0.92717
H -0.85363 -0.69242 1.08370
H -1.15892 -2.17805 0.14399
H -0.22175 -3.29150 2.01754
H 1.20265 -3.10043 0.99603
H 0.97080 -1.93102 2.30872
H -2.37404 1.56421 -0.19801
```

Summary:
Total charge: 0
Frontier orbital gap (eV): 9.59
Relative energy (zero: lowest compared OMol25 entry of this formula, charge and spin) (kJ/mol): 486.55
SMILES string: [H]/N=C1\SCN(OCCC)[C@H]1C#N



# 6
Formula: C7H11N3OS
Source: OMol25
Level of theory: ωB97M-V/def2-TZVPD

XYZ file:
```
23
Properties=species:S:1:pos:R:3
N 3.92752 1.77446 -1.83731
S 2.48857 2.06006 -1.45616
N 2.61525 2.93478 -0.05963
O 1.53168 2.65948 -2.34059
N 1.51431 0.32772 -0.61551
C 0.12434 0.59135 -0.90009
C -0.75974 -0.37143 -0.14369
C -1.23533 -1.52747 -0.74523
C -2.06297 -2.39053 -0.04672
C -2.41579 -2.10916 1.26104
C -1.92800 -0.96720 1.87420
C -1.10300 -0.10456 1.17552
H 4.06061 1.54976 -2.80677
H 3.34739 2.54091 0.51162
H 1.73583 2.97994 0.43244
H 1.86717 -0.43163 -1.18861
H -0.10892 0.54961 -1.97423
H -0.08768 1.60843 -0.55510
H -0.97505 -1.74902 -1.77058
H -2.43780 -3.28382 -0.52636
H -3.07289 -2.77533 1.80037
H -2.19803 -0.74618 2.89662
H -0.72931 0.79049 1.65107
```

Summary:
Total charge: 0
Frontier orbital gap (eV): 9.39
Relative energy (zero: lowest compared OMol25 entry of this formula, charge and spin) (kJ/mol): 303.65
SMILES string: N=[S@@](N)(=O)NCc1ccccc1



# 7
Formula: C7H11N3S
Source: OMol25
Level of theory: ωB97M-V/def2-TZVPD

XYZ file:
```
22
Properties=species:S:1:pos:R:3
C 1.41686 -0.96516 2.05322
C 0.76535 -2.02391 1.39285
C 0.49947 0.05990 2.07978
C -1.87848 0.19336 -0.63328
C -1.64339 0.43702 0.82169
C -1.12694 1.29292 -1.44866
C 2.62526 -0.02595 -2.23014
N -0.41720 -1.63791 1.06695
N -0.60335 -0.37376 1.45315
N 0.31779 1.08616 -1.65424
S 0.98315 -0.23286 -2.10854
H 2.32952 -0.99368 2.57880
H 1.07706 -3.00018 1.06764
H -1.53835 -0.75862 -0.91634
H -2.95937 0.30854 -1.01061
H -1.37051 1.50777 0.91398
H -2.58142 0.49837 1.29750
H -1.54539 1.53528 -2.48645
H -1.12002 2.17313 -0.71669
H 3.15127 -1.02395 -2.08209
H 0.60379 1.06075 2.49481
H 3.01491 0.88279 -1.93333
```

Summary:
Total charge: 0
Frontier orbital gap (eV): 8.25
Relative energy (zero: lowest compared OMol25 entry of this formula, charge and spin) (kJ/mol): 312.19



# 8
Formula: C7H11N4
Source: OMol25
Level of theory: ωB97M-V/def2-TZVPD

XYZ file:
```
22
Properties=species:S:1:pos:R:3
C -2.20163 1.07708 0.10117
C -1.89421 1.74004 -1.02419
C -0.91306 0.59797 0.67483
C 0.10983 0.89908 -0.34637
C -0.50191 -0.28160 1.68457
C 1.69109 -0.14067 0.99412
C 3.15680 -0.42720 1.22640
N 0.78970 -0.43904 1.86251
N -0.43260 1.71136 -1.24921
N 1.36240 0.57743 -0.11600
N -1.55175 -2.23511 -1.31306
H -3.19984 0.94971 0.47753
H -2.57085 2.19739 -1.74066
H -1.12339 -0.79719 2.39523
H 3.26870 -0.65195 2.35963
H 3.83614 0.28431 0.69566
H 3.35693 -1.43726 0.75141
H -0.21693 1.92529 -2.19495
H 2.06244 0.78658 -0.80275
H -2.06317 -1.49236 -0.91746
H -2.07457 -2.96769 -1.59020
H -0.89012 -1.87616 -1.92821
```

Summary:
Total charge: +1
Frontier orbital gap (eV): 8.54
Relative energy (zero: lowest compared OMol25 entry of this formula, charge and spin) (kJ/mol): 123.07



# 9
Formula: C7H11N4
Source: OMol25
Level of theory: ωB97M-V/def2-TZVPD

XYZ file:
```
22
Properties=species:S:1:pos:R:3
C -1.55840 0.61221 1.03673
N -0.92652 -0.11859 -0.08438
N -1.40380 0.47973 -1.30413
C -1.21158 -1.56712 -0.00249
C -0.10654 -2.33309 -0.00476
N 1.02027 -1.59803 -0.04113
C 2.36554 -1.51387 -0.03142
C 2.76468 -0.21491 -0.04678
C 1.63728 0.70033 -0.06646
N 1.77612 2.03975 -0.03956
C 0.49988 -0.04191 -0.04810
H -2.62591 0.39858 1.06328
H -1.10612 0.29630 1.97468
H -1.40540 1.67983 0.89245
H -0.97952 0.02354 -2.10774
H -2.41589 0.40056 -1.37297
H -2.23843 -1.87271 0.01161
H -0.09121 -3.40975 0.02277
H 2.98027 -2.39483 -0.01823
H 3.78411 0.11799 -0.04614
H 2.69768 2.42384 -0.15177
H 0.99840 2.64462 -0.23244
```

Summary:
Total charge: +1
Frontier orbital gap (eV): 8.91
Relative energy (zero: lowest compared OMol25 entry of this formula, charge and spin) (kJ/mol): 373.62
SMILES string: C[N@+]1(N)C=Cn2ccc(N)c21



# 10
Formula: C7H11N4O
Source: OMol25
Level of theory: ωB97M-V/def2-TZVPD

XYZ file:
```
23
Properties=species:S:1:pos:R:3
C 3.04109 -0.73708 -0.97223
C 1.66725 -0.51583 -1.49695
N 1.44855 -0.34194 -2.81657
C 0.17787 -0.12020 -2.98836
O -0.53954 -0.22831 -1.85051
C 0.42330 -0.52481 -0.91854
C -0.20586 -0.55672 0.63316
N -1.05281 -1.78718 0.83937
N -2.18324 -1.44386 1.16226
C -2.43408 -0.08599 1.20631
N -1.08828 0.61355 0.89730
C -0.79473 1.48233 2.07933
H 3.50866 -1.71448 -1.38908
H 3.60044 -0.04174 -1.65043
H 3.19279 -0.49480 0.01369
H -0.28045 0.42757 -3.76352
H 0.56032 -0.59490 1.28519
H -3.14623 0.27509 0.42411
H -2.80405 0.29224 2.16866
H -1.15971 1.11533 0.05725
H 0.13869 1.91967 1.98454
H -1.48100 2.21837 2.10331
H -0.58897 0.84367 2.99173
```

Summary:
Total charge: +1
Frontier orbital gap (eV): 9.16
Relative energy (zero: lowest compared OMol25 entry of this formula, charge and spin) (kJ/mol): 407.49
SMILES string: Cc1ncoc1[C@@H]1N=NC[N@H+]1C



# 11
Formula: C7H11NO
Source: OMol25
Level of theory: ωB97M-V/def2-TZVPD

XYZ file:
```
20
Properties=species:S:1:pos:R:3
C -3.59357 0.31881 0.61385
C -2.34415 0.35263 -0.04628
C -1.72082 -0.77789 -0.52390
C -0.49740 -1.09749 -0.53029
C 0.72039 -0.38087 0.13147
C 0.94785 0.96341 -0.13763
C 1.88426 -1.14486 0.41257
H -4.04536 -0.77058 0.13306
H -4.30840 1.29803 0.51832
H -3.67122 0.27214 2.04639
H -2.79886 0.98534 -0.91805
H -1.69221 1.24178 0.40386
H -2.20985 -1.56695 -1.47330
H -0.24713 -1.98949 -1.17578
H 0.16944 1.55388 -0.48013
H 3.04386 1.29408 -0.02419
H 1.88172 2.70215 -0.98100
H 2.13369 -2.33989 0.62970
N 2.02484 1.93284 -0.12414
O 3.14888 -0.70160 0.33391
```

Summary:
Total charge: 0
Frontier orbital gap (eV): 8.76
Relative energy (zero: lowest compared OMol25 entry of this formula, charge and spin) (kJ/mol): 795.23



# 12
Formula: C7H11NO
Source: OMol25
Level of theory: ωB97M-V/def2-TZVPD

XYZ file:
```
20
Properties=species:S:1:pos:R:3
C 0.04010 -1.38357 -2.47241
C 0.29844 -0.79748 -1.31135
C 0.74578 0.66009 -1.02252
C 0.32075 0.67566 0.46146
N -1.13102 0.63610 0.43408
C -1.77377 1.72399 1.12961
C 0.79054 0.29846 1.87372
C 0.91354 -0.67864 0.75794
O 0.21981 -1.54411 -0.09765
H 0.07609 -0.78465 -3.35818
H -0.23233 -2.42898 -2.53684
H 0.16109 1.35865 -1.61611
H 1.81693 0.78271 -1.21728
H -1.50773 -0.27218 0.65801
H -2.86484 1.68295 1.03271
H -1.43920 2.65703 0.68197
H -1.54377 1.77052 2.21650
H -0.04527 0.34010 2.56840
H 1.75552 0.51473 2.31684
H 1.96998 -0.71180 0.49778
```

Summary:
Total charge: 0
Frontier orbital gap (eV): 9.67
Relative energy (zero: lowest compared OMol25 entry of this formula, charge and spin) (kJ/mol): 487.63
SMILES string: C=C1C[C@]2(NC)C[C@H]2O1